{"formula": "C22H26ClN3O4SeTi", "method": "the ωB97M-V functional and the def2-TZVPD basis", "lumo_ev": -8.15, "mol_weight_g_mol": 558.75, "energy_ev": -136871.4373, "charge": 2, "homo_energy_ev": -14.48, "homo_lumo_gap_ev": 6.3354, "symbols": ["Ti", "O", "C", "O", "C", "C", "C", "C", "C", "N", "C", "O", "O", "H", "H", "H", "H", "C", "C", "C", "C", "N", "C", "Se", "N", "C", "C", "C", "C", "C", "C", "C", "C", "C", "C", "H", "H", "H", "H", "H", "H", "H", "H", "H", "H", "H", "H", "H", "H", "H", "H", "H", "H", "H", "H", "H", "H", "Cl"], "coordinates": [[-0.64778, 0.07620, 1.15331], [0.74218, 3.24852, -1.14345], [0.07745, 2.33268, -0.52948], [0.57687, 1.35044, 0.03892], [-1.40198, 2.45150, -0.50569], [-2.21477, 3.43954, -0.99147], [-3.59375, 3.29235, -0.78948], [-4.10016, 2.18972, -0.11716], [-3.19959, 1.24609, 0.34084], [-1.89674, 1.38710, 0.13512], [-3.49090, 0.01217, 1.14981], [-4.55839, -0.37895, 1.45440], [-2.28289, -0.56846, 1.48596], [1.70572, 3.08973, -1.10087], [-1.80470, 4.29928, -1.50419], [-4.26859, 4.05407, -1.15742], [-5.15974, 2.05672, 0.05695], [3.75560, -3.90058, -0.16153], [4.02522, -4.06250, 1.33283], [4.48043, -2.77514, 2.01269], [3.43380, -1.66568, 2.03601], [2.19680, -2.09308, 2.72269], [0.99819, -2.33762, 2.18572], [0.50184, -1.91587, 0.40369], [0.16526, -2.80817, 3.12229], [-1.20174, -3.34980, 2.93384], [-1.30596, -4.85101, 3.18672], [-0.91325, -5.73935, 2.00879], [0.55717, -5.64337, 1.60340], [0.84848, -2.83682, 4.33430], [0.42764, -3.18717, 5.61750], [1.36321, -3.06693, 6.61871], [2.67518, -2.61488, 6.35937], [3.08539, -2.26684, 5.09343], [2.13193, -2.38634, 4.08237], [3.55264, -4.86466, -0.62767], [4.61942, -3.46458, -0.67012], [2.89567, -3.25969, -0.36839], [4.80557, -4.81030, 1.47858], [3.13711, -4.45810, 1.83957], [5.35238, -2.36581, 1.49639], [4.79832, -2.99313, 3.03358], [3.15485, -1.36073, 1.03148], [3.80696, -0.78942, 2.56579], [-1.49158, -3.11823, 1.91307], [-1.85385, -2.79286, 3.60388], [-2.34883, -5.03882, 3.44909], [-0.70833, -5.12462, 4.05996], [-1.55465, -5.50670, 1.15270], [-1.13687, -6.76993, 2.28769], [0.79463, -4.69349, 1.11623], [0.81559, -6.42820, 0.89171], [1.21406, -5.75903, 2.47153], [-0.57855, -3.52816, 5.82180], [1.08532, -3.32011, 7.63332], [3.37554, -2.53728, 7.17970], [4.08944, -1.91373, 4.90250], [0.06285, 0.80915, 3.03741]], "forces_ev_per_angstrom": [[0.849, -0.039, 0.104], [0.138, -0.045, 0.053], [-0.109, 0.026, -0.117], [0.111, 0.193, -0.173], [0.104, -0.265, 0.105], [-0.195, 0.206, -0.129], [-0.013, 0.084, -0.058], [-0.127, 0.059, -0.096], [0.272, 0.080, -0.058], [-0.282, 0.268, 0.025], [0.424, -0.113, 0.074], [-0.077, -0.152, 0.092], [-1.257, -0.036, 0.062], [-0.075, 0.046, -0.028], [-0.015, -0.010, 0.002], [0.004, -0.002, 0.002], [0.007, 0.006, 0.011], [0.054, -0.063, 0.007], [-0.027, 0.043, -0.089], [-0.022, -0.024, 0.041], [-0.173, -0.057, 0.129], [0.277, 0.100, 0.013], [-0.053, 0.149, 0.086], [0.252, -0.386, -0.237], [-0.222, -0.249, 0.056], [0.211, 0.110, 0.016], [0.068, -0.035, 0.004], [0.058, 0.052, -0.036], [-0.021, -0.055, 0.011], [-0.316, -0.061, -0.035], [-0.030, -0.014, 0.005], [0.105, 0.034, 0.023], [-0.095, -0.045, 0.063], [0.006, 0.007, 0.002], [0.264, 0.068, -0.202], [-0.003, 0.013, 0.013], [-0.031, -0.033, 0.032], [0.013, 0.017, 0.014], [-0.002, -0.002, -0.007], [0.067, 0.018, -0.028], [0.011, -0.021, 0.007], [0.019, 0.007, -0.018], [-0.037, 0.011, -0.058], [-0.015, 0.033, 0.009], [-0.080, 0.054, -0.064], [-0.007, 0.057, 0.051], [0.014, -0.051, 0.009], [-0.056, 0.020, 0.027], [0.026, -0.030, 0.009], [-0.009, -0.001, -0.028], [-0.021, -0.068, 0.025], [-0.017, 0.020, 0.026], [-0.037, 0.009, -0.032], [0.041, 0.015, -0.011], [0.031, 0.003, -0.026], [-0.023, -0.003, 0.007], [-0.041, 0.000, 0.013], [0.063, 0.050, 0.303]], "lowdin_charge": [0.57, 0.26, -0.39, -0.05, -0.13, 0.09, 0.06, 0.09, -0.11, 0.06, -0.43, 0.24, -0.20, 0.19, 0.15, 0.14, 0.15, -0.09, -0.24, -0.17, -0.12, 0.01, -0.61, 0.91, 0.01, -0.12, -0.17, -0.23, -0.10, -0.14, 0.02, -0.03, -0.03, 0.02, -0.13, 0.08, 0.09, 0.01, 0.12, 0.08, 0.13, 0.11, 0.09, 0.14, 0.09, 0.14, 0.13, 0.11, 0.12, 0.12, 0.02, 0.09, 0.08, 0.13, 0.12, 0.12, 0.12, 0.31]}